1.
A 10-piece molecular cluster, C2H22ClO9 overall at a distorted geometry, computed with ωB97M-V/def2-TZVPD.

energy above the lowest of the compared OMol25 structures with the same formula, charge and spin: 186.2 kJ/mol
molar mass: 225.6 g mol⁻¹
electronic energy: -33383.181 eV
net charge: -1
orbital gap: 7.7 eV

CARTESIAN COORDINATES (ANGSTROEM)
1 H -12.068788 -2.239126 -21.157785
2 O -4.703474 -4.618175 -24.111857
3 C -11.259866 -9.848950 -22.071795
4 H -14.691693 -4.601269 -24.630750
5 H -11.904280 0.720468 -24.581630
6 H -9.609098 -7.640776 -23.444407
7 H -11.302582 -9.070599 -21.309927
8 H -13.325523 -5.147983 -24.274962
9 H -10.624505 0.360625 -23.857366
10 H -9.179742 -6.537494 -27.200354
11 H -4.397589 -3.720229 -24.239771
12 H -6.985793 -0.491129 -27.423345
13 H -13.519721 -4.114112 -28.605195
14 H -10.414213 -10.004317 -24.146018
15 H -10.589283 -10.630695 -21.715003
16 H -9.412661 -6.550986 -28.696179
17 H -13.160483 -1.436481 -21.832960
18 H -8.516741 -4.903226 -20.710014
19 H -12.800532 -3.449045 -27.450918
20 H -8.611990 -4.848700 -19.200100
21 H -7.607463 -1.750735 -26.858706
22 O -8.024017 -5.098470 -19.912931
23 O -13.498565 -3.307412 -28.090382
24 C -10.750105 -9.261175 -23.422823
25 O -7.194977 -1.397989 -27.647157
26 O -12.892874 -1.784820 -20.982502
27 O -9.534870 -8.543809 -23.127181
28 O -11.285051 1.049544 -23.930098
29 H -5.649683 -4.534836 -23.993644
30 O -9.033583 -7.066714 -27.984441
31 H -11.480053 -8.578987 -23.858616
32 O -14.261040 -5.318391 -24.165452
33 Cl -9.758787 -3.296950 -24.242883
34 H -12.280075 -10.226845 -22.138665

Atomic forces in eV per Å
0.3 -0.1 -0.2
0.3 -0.2 0.0
0.0 0.3 -0.8
-0.1 0.2 -0.1
-0.1 -0.1 -0.2
0.0 0.1 0.0
0.2 0.2 -0.2
0.4 0.1 0.1
0.2 -0.4 0.0
0.0 0.2 0.3
0.0 0.2 0.0
0.0 0.2 0.1
0.0 -0.2 -0.1
-0.7 -0.3 0.0
-0.1 0.0 -0.1
0.0 0.1 -0.1
0.0 0.1 -0.2
-0.1 0.1 -0.4
0.3 0.0 0.3
-0.1 0.1 0.1
-0.3 -0.3 0.3
0.2 -0.1 0.2
-0.2 0.2 -0.1
0.8 0.3 1.3
0.2 0.0 -0.3
-0.2 0.1 0.4
-0.2 0.1 0.0
-0.1 0.4 0.1
-0.4 0.0 0.0
0.0 -0.3 -0.1
-0.1 -0.2 -0.1
-0.2 -0.3 0.1
-0.1 0.0 0.0
0.0 -0.3 -0.2



2.
A 5-piece molecular cluster, C29H54NO10P overall at a distorted geometry, computed with ωB97M-V/def2-TZVPD.

molar mass: 607.7 g mol⁻¹
SMILES string: C=CN1C(=O)c2cccc(P(C)CC)c2C1=O.COCCOC.COCCOC.COCCOC.COCCOC
electronic energy: -62196.095 eV
net charge: 0
orbital gap: 7.7 eV

CARTESIAN COORDINATES (ANGSTROEM)
1 H 6.363006 -2.638524 -4.142157
2 H 0.354618 -1.261554 3.993329
3 C 3.562136 -0.653905 2.089132
4 H 5.166270 -0.590285 0.686873
5 C -0.591621 -2.591900 -2.650614
6 H -1.062269 -3.145742 -6.535976
7 H 4.561067 -2.831423 -5.830518
8 H -0.407960 0.327692 7.651236
9 H 0.029089 2.243203 -0.426082
10 H -4.992109 -4.473360 0.714299
11 C -1.125503 4.029487 7.574262
12 H -1.068135 -0.189081 6.086902
13 H -3.696968 6.931931 -3.360968
14 H 3.330148 -2.596257 -4.581482
15 C -0.311304 2.195824 4.962431
16 C -2.904882 -1.270310 0.795290
17 C -3.499144 6.341086 -2.461023
18 O -4.593964 6.541403 -1.581154
19 C -1.429607 0.751460 0.009135
20 N -2.472062 -2.491705 1.355266
21 O -1.589339 3.803384 6.255116
22 C -4.150160 -4.189131 1.335896
23 H -1.044480 -3.997469 -4.220634
24 C -3.001265 -3.702164 0.827534
25 C -4.203602 6.681535 -0.226756
26 H -1.974603 3.919894 8.246984
27 C -0.540000 3.649378 5.312876
28 H -2.454528 -3.245996 -3.457586
29 H -2.505350 -4.215851 0.008558
30 C 4.078415 -0.558386 0.639579
31 H -0.840092 4.185002 4.406403
32 C 5.359922 -2.252195 -3.938741
33 H 6.887945 -2.906224 -1.770480
34 H 3.821471 0.393130 0.184840
35 H 3.566282 -5.856577 -3.385269
36 H 1.876767 1.079524 0.722068
37 H 1.174933 -0.545087 -2.250466
38 H -4.362237 2.527475 -1.869185
39 O 5.065541 -2.324021 -2.550977
40 H -1.715344 1.263044 6.901693
41 P 1.954059 -1.536404 2.245418
42 H 5.876546 -4.237934 -2.402856
43 H -2.557650 4.800666 -3.598061
44 H 0.446664 2.140256 4.172957
45 H 5.343408 -1.193044 -4.217181
46 C 3.332863 -4.834272 -3.680159
47 H -0.988159 -1.660821 -2.231761
48 H -3.739791 7.660129 -0.062575
49 H -0.640865 -1.421642 -6.538977
50 H 0.346107 -2.561792 -5.605034
51 H -4.268633 -4.314077 2.407185
52 H -0.354849 3.310099 7.860883
53 H -4.282797 4.524523 -3.316672
54 H 4.277176 -1.246815 2.658841
55 C 1.440980 -1.257016 4.003090
56 C 1.114723 -1.067174 -3.212297
57 O 0.769637 -2.427905 -3.012057
58 H -5.101446 6.613559 0.385310
59 H 3.253665 -4.217074 -2.783096
60 H 3.525254 0.322155 2.583164
61 O -0.607048 -3.248262 2.494741
62 H -1.230416 1.742942 4.577766
63 C -0.618020 -1.127496 1.279876
64 C -4.085943 3.354045 -1.205482
65 C -0.670288 -2.322878 -5.928537
66 H 0.394996 -0.559081 -3.858989
67 H -0.624246 -3.355708 -1.865238
68 C 0.895142 0.633863 0.692153
69 H 1.840988 -2.009415 4.670353
70 C 5.863857 -3.280970 -1.876660
71 H 1.730801 -0.237410 4.263463
72 H 5.442668 -3.433206 -0.883724
73 H -0.729904 5.046318 7.670718
74 C -1.436175 -3.059836 -3.814213
75 H -2.259722 1.252462 -0.469547
76 C -1.147633 -2.421685 1.829388
77 H -4.954540 3.994595 -1.038901
78 H 2.373314 -4.828778 -4.206590
79 O 0.186252 1.459246 6.070071
80 H -3.769394 2.942318 -0.248181
81 H -2.569548 6.707010 -2.014618
82 C -0.149249 1.289121 0.052393
83 C 4.332131 -2.988805 -4.771113
84 C -0.813166 0.679769 6.703848
85 C 0.669533 -0.587882 1.336329
86 H -3.510246 5.894061 0.078055
87 C -1.651948 -0.455648 0.637240
88 H 3.750351 -1.420777 0.062682
89 H 2.093759 -1.036559 -3.685644
90 O -1.524668 -2.070381 -4.827702
91 C -3.358933 4.888052 -2.857508
92 O -2.994391 4.075580 -1.751300
93 O 4.371512 -4.386439 -4.538448
94 O -4.032264 -0.963930 0.564777
95 H 0.384459 4.103042 5.682786

Atomic forces in eV per Å
0.0 0.0 0.0
-0.1 -0.3 0.2
-0.4 0.6 -0.1
0.1 0.0 -0.2
0.2 -0.3 0.2
0.1 0.0 0.0
0.0 0.1 0.0
0.1 0.0 0.0
0.0 0.0 0.0
0.6 -1.4 -0.2
-0.1 0.0 0.0
-0.1 0.0 0.0
0.0 0.0 0.0
0.0 0.0 0.1
0.4 -0.1 0.0
0.7 0.4 0.0
-0.3 0.1 -0.1
0.1 -0.1 0.1
-0.5 0.0 0.1
0.8 -1.6 0.7
0.1 -0.1 0.1
0.1 0.1 0.0
0.1 0.0 0.0
-1.4 -0.3 0.6
-0.1 0.0 0.0
0.0 0.0 0.0
-0.3 0.1 -0.1
0.0 0.0 0.0
-0.2 1.0 -0.7
0.4 -0.1 0.8
0.0 0.0 0.0
-0.2 0.3 0.1
0.0 -0.1 0.0
-0.2 -0.2 -0.3
0.0 0.0 -0.1
0.0 0.1 0.0
0.0 0.1 0.0
-0.1 0.0 0.0
0.1 -0.2 -0.1
0.0 0.0 0.0
0.2 -1.4 -0.2
0.0 0.0 0.0
0.0 0.0 0.0
0.0 0.0 0.0
0.0 0.0 0.0
0.0 -0.1 0.0
-0.1 0.0 0.0
0.1 0.0 0.0
-0.1 0.0 0.0
0.0 0.0 0.0
-0.6 1.5 0.1
0.0 0.0 0.0
0.0 0.0 0.0
-0.2 -0.2 0.2
-0.1 0.9 -1.0
0.1 0.0 0.1
-0.1 0.2 -0.2
0.0 0.0 0.0
0.0 0.0 0.0
0.1 0.1 -0.1
0.2 -0.6 0.3
0.0 0.0 0.0
0.3 0.4 0.2
0.0 -0.1 0.0
-0.1 0.0 0.0
0.0 0.0 0.0
0.0 0.0 0.0
-0.5 -0.3 0.1
0.0 0.0 0.1
0.0 0.1 0.1
0.1 -0.1 0.5
0.0 0.1 0.0
0.1 0.0 0.0
-0.3 0.2 0.0
0.1 0.1 -0.1
0.0 1.2 -1.1
0.0 0.0 0.0
0.0 0.1 0.1
-0.2 0.1 0.0
0.0 0.0 0.0
0.0 0.0 0.0
0.0 0.2 -0.3
0.2 -0.2 -0.2
0.1 -0.1 0.0
0.5 0.0 0.7
0.0 0.0 0.0
0.3 -0.3 0.3
-0.1 0.2 -0.3
0.1 0.0 0.0
0.2 0.0 0.0
0.3 -0.1 0.0
-0.1 0.0 0.1
-0.1 0.0 0.2
-0.4 0.0 -0.4
0.0 0.0 0.0



3.
A 2-piece molecular cluster, CH4N3S overall at a distorted geometry, computed with ωB97M-V/def2-TZVPD.

energy above the lowest of the compared OMol25 structures with the same formula, charge and spin: 19.1 kJ/mol
molar mass: 90.1 g mol⁻¹
electronic energy: -16397.964 eV
net charge: +1
orbital gap: 11.2 eV

CARTESIAN COORDINATES (ANGSTROEM)
1 C -0.808102 0.992746 -1.035952
2 H 0.627481 -0.957797 -1.466815
3 N 1.022783 -1.262666 2.589540
4 H -1.701656 1.665373 -0.690497
5 N 0.010743 0.629702 0.123771
6 H 0.997487 0.694068 -0.027120
7 N 0.693401 -2.165610 3.104540
8 S -0.593126 -0.724755 -0.591861
9 H -0.249012 1.128938 -2.005607

Atomic forces in eV per Å
0.5 1.7 0.2
-2.6 0.0 1.0
-0.1 -0.1 0.0
1.3 -1.9 -1.2
-0.4 1.7 0.4
0.8 0.3 0.3
0.1 0.1 0.0
1.4 -2.1 -1.7
-1.0 0.5 1.1



4.
A 2-piece molecular cluster, C4H5NOS overall at a distorted geometry, computed with ωB97M-V/def2-TZVPD.

energy above the lowest of the compared OMol25 structures with the same formula, charge and spin: 153.6 kJ/mol
molar mass: 115.2 g mol⁻¹
SMILES string: CC=C=O.N=C=S
electronic energy: -18600.327 eV
net charge: 0
orbital gap: 9.6 eV

CARTESIAN COORDINATES (ANGSTROEM)
1 H 0.572502 0.976966 1.628324
2 C 0.502690 1.104518 0.561074
3 H -1.489712 1.258418 -0.238624
4 O 2.252399 2.434667 -0.536922
5 H -0.429049 0.172506 -1.140431
6 S 4.132636 -0.079043 0.250331
7 H 1.350088 -2.041487 -0.866349
8 N 2.261052 -1.934987 -0.482419
9 C 3.002307 -1.038906 -0.198971
10 C 1.422184 1.806124 -0.017253
11 C -0.694195 0.517708 -0.141787
12 H -1.079900 -0.321163 0.433429

Atomic forces in eV per Å
0.2 0.1 0.2
-0.8 -0.6 0.5
-0.1 -0.1 0.0
-0.3 -0.1 0.1
-0.1 -0.1 0.0
0.6 0.6 0.2
-0.3 0.1 -0.1
0.3 0.1 0.1
-0.5 -1.0 -0.1
0.9 0.8 -0.5
0.0 0.2 -0.2
0.0 0.0 -0.1